Entry 1:
{
  "formula": "C42H47MgN4S3",
  "method": "ωB97M-V with the def2-TZVPD basis set",
  "e_tot_ev": -88226.648,
  "charge": 1,
  "largest_force_ha_per_bohr": 0.03879,
  "gap_ev": 5.869,
  "homo_energy_ev": -9.2,
  "elements": ["Mg", "C", "C", "C", "C", "C", "C", "C", "N", "C", "C", "C", "C", "C", "C", "C", "N", "C", "C", "C", "C", "H", "H", "H", "H", "H", "H", "H", "H", "H", "H", "H", "H", "H", "H", "H", "H", "H", "H", "H", "H", "H", "H", "H", "H", "S", "C", "N", "C", "C", "N", "C", "C", "C", "C", "C", "C", "C", "C", "S", "C", "C", "C", "C", "C", "C", "C", "H", "H", "H", "H", "H", "H", "H", "H", "H", "H", "H", "H", "H", "H", "H", "H", "H", "H", "S", "C", "C", "C", "C", "C", "C", "H", "H", "H", "H", "H"],
  "xyz": [[-0.075, -0.261, -0.114], [6.964, -1.858, -0.044], [6.473, -0.409, 0.004], [6.940, 0.308, -1.269], [7.083, 0.262, 1.239], [4.965, -0.307, 0.074], [4.311, 0.919, 0.206], [2.928, 0.956, 0.232], [2.161, -0.125, 0.175], [2.761, -1.312, 0.074], [4.147, -1.425, -0.001], [1.896, -2.499, 0.064], [2.417, -3.786, 0.020], [1.583, -4.901, 0.009], [0.216, -4.646, 0.028], [-0.225, -3.336, 0.092], [0.580, -2.286, 0.122], [2.192, -6.282, -0.012], [3.065, -6.440, 1.242], [1.134, -7.384, -0.019], [3.056, -6.414, -1.274], [8.050, -1.866, -0.072], [6.612, -2.369, -0.937], [6.652, -2.411, 0.840], [8.025, 0.286, -1.320], [6.614, 1.343, -1.278], [6.540, -0.188, -2.150], [8.165, 0.168, 1.202], [6.726, -0.217, 2.148], [6.834, 1.317, 1.283], [4.858, 1.844, 0.282], [2.400, 1.898, 0.308], [4.590, -2.394, -0.122], [3.482, -3.932, -0.006], [-0.512, -5.438, -0.002], [-1.281, -3.116, 0.118], [2.464, -6.307, 2.139], [3.872, -5.713, 1.260], [3.501, -7.434, 1.265], [0.515, -7.339, 0.873], [1.628, -8.351, -0.038], [0.499, -7.313, -0.897], [3.867, -5.692, -1.281], [2.450, -6.259, -2.164], [3.488, -7.410, -1.322], [-0.033, 2.446, -0.129], [-0.923, 3.134, 1.110], [-0.398, 4.084, 1.888], [-1.220, 4.730, 2.889], [-2.136, 3.688, 3.512], [-2.920, 3.070, 2.470], [-4.340, 2.909, 2.702], [-5.099, 4.201, 2.513], [-5.057, 4.853, 1.286], [-5.833, 5.974, 1.064], [-6.659, 6.457, 2.066], [-6.680, 5.833, 3.300], [-5.896, 4.714, 3.527], [-2.336, 2.760, 1.300], [-3.134, 1.991, 0.070], [0.999, 4.473, 1.840], [1.212, 5.939, 1.554], [1.619, 6.807, 2.560], [1.914, 8.128, 2.272], [1.810, 8.596, 0.973], [1.386, 7.740, -0.030], [1.088, 6.421, 0.256], [-1.832, 5.516, 2.428], [-0.569, 5.184, 3.636], [-2.805, 4.160, 4.230], [-1.544, 2.919, 4.028], [-4.485, 2.527, 3.714], [-4.717, 2.168, 1.991], [-4.434, 4.463, 0.495], [-5.812, 6.454, 0.098], [-7.290, 7.312, 1.879], [-7.323, 6.204, 4.082], [-5.924, 4.225, 4.491], [1.478, 3.880, 1.058], [1.444, 4.217, 2.809], [1.726, 6.450, 3.575], [2.254, 8.785, 3.057], [2.068, 9.617, 0.740], [1.317, 8.093, -1.047], [0.768, 5.757, -0.534], [-1.683, -0.669, -1.771], [-2.834, -1.683, -0.937], [-3.607, -2.554, -1.709], [-4.459, -3.454, -1.103], [-4.570, -3.504, 0.276], [-3.818, -2.634, 1.050], [-2.963, -1.724, 0.451], [-3.503, -2.532, -2.782], [-5.024, -4.143, -1.712], [-5.228, -4.218, 0.746], [-3.882, -2.687, 2.128], [-2.353, -1.054, 1.070]],
  "forces_ev_per_a": [[0.34, 0.31, -0.35], [-0.11, 0.20, 0.00], [0.23, -0.03, -0.02], [-0.08, -0.07, 0.13], [-0.12, -0.06, -0.11], [-0.31, -0.05, 0.02], [-0.20, -0.17, 0.00], [0.56, 0.55, 0.10], [-0.81, -0.23, -0.15], [0.78, 0.10, 0.01], [-0.23, 0.10, 0.03], [0.19, -0.95, 0.05], [-0.13, 0.35, -0.04], [-0.28, 0.23, 0.02], [0.28, 0.10, 0.03], [-0.43, -0.49, -0.04], [0.09, 0.43, 0.22], [0.10, -0.20, -0.01], [-0.13, 0.01, -0.11], [0.14, 0.20, 0.00], [-0.12, 0.01, 0.11], [0.11, 0.01, 0.00], [-0.04, -0.12, -0.09], [-0.03, -0.12, 0.07], [0.14, 0.02, -0.04], [0.01, 0.17, -0.05], [-0.02, -0.01, -0.13], [0.14, 0.03, 0.02], [-0.01, -0.03, 0.14], [-0.01, 0.18, 0.05], [0.07, 0.12, -0.02], [0.07, -0.01, -0.02], [0.06, -0.10, 0.03], [0.07, -0.01, 0.00], [-0.07, -0.06, 0.03], [0.02, -0.16, -0.01], [-0.03, 0.00, 0.13], [0.13, 0.06, 0.03], [0.08, -0.13, 0.00], [-0.12, -0.03, 0.10], [0.03, -0.13, 0.00], [-0.13, -0.04, -0.11], [0.13, 0.06, -0.04], [-0.03, 0.00, -0.14], [0.08, -0.13, -0.01], [0.32, -0.55, -0.21], [1.42, 0.79, 0.24], [-0.57, -0.79, -0.54], [-0.67, 0.10, 0.51], [0.43, 0.28, 0.20], [0.53, 0.16, -0.25], [-0.51, -0.16, 0.01], [0.02, -0.08, 0.16], [0.05, 0.02, -0.06], [0.03, 0.00, -0.05], [-0.05, 0.05, 0.04], [-0.09, 0.08, 0.03], [0.05, -0.11, -0.07], [-1.85, -0.73, -0.19], [0.24, 0.20, 0.09], [0.62, 0.19, -0.12], [0.06, 0.00, 0.08], [-0.05, -0.11, -0.02], [0.08, 0.12, 0.01], [-0.02, -0.02, 0.04], [0.02, -0.01, -0.11], [-0.07, -0.05, 0.04], [0.16, 0.00, 0.06], [-0.07, -0.04, -0.07], [0.02, 0.00, -0.04], [-0.04, 0.15, 0.09], [0.03, 0.01, 0.00], [0.14, 0.04, 0.20], [0.01, -0.04, -0.10], [0.01, 0.08, -0.11], [-0.05, 0.11, 0.01], [-0.04, 0.06, 0.10], [-0.03, -0.09, 0.09], [-0.11, 0.11, 0.31], [-0.05, 0.01, -0.07], [0.04, -0.08, 0.09], [0.00, 0.08, 0.10], [0.00, 0.10, -0.01], [-0.06, 0.06, -0.11], [-0.01, -0.11, -0.11], [0.20, 0.40, -0.34], [0.06, -0.06, -0.12], [0.00, 0.02, 0.20], [-0.05, -0.07, -0.11], [0.04, 0.02, 0.22], [-0.06, -0.09, 0.14], [-0.02, 0.18, 0.03], [0.01, 0.01, -0.12], [-0.13, -0.06, -0.08], [-0.07, -0.06, 0.06], [-0.04, 0.06, 0.11], [-0.28, -0.10, -0.09]],
  "nbo_charge": [1.65, -0.61, -0.13, -0.59, -0.59, 0.19, -0.22, 0.05, -0.60, 0.17, -0.27, 0.25, -0.28, 0.20, -0.28, 0.09, -0.63, -0.13, -0.59, -0.61, -0.59, 0.23, 0.21, 0.21, 0.22, 0.21, 0.22, 0.22, 0.21, 0.21, 0.22, 0.22, 0.23, 0.22, 0.24, 0.24, 0.22, 0.20, 0.22, 0.21, 0.23, 0.22, 0.20, 0.22, 0.22, -0.26, 0.12, -0.34, -0.23, -0.22, -0.38, -0.25, -0.07, -0.16, -0.22, -0.20, -0.20, -0.21, 0.00, -0.01, -0.24, -0.08, -0.22, -0.19, -0.20, -0.21, -0.16, 0.23, 0.23, 0.24, 0.20, 0.21, 0.26, 0.21, 0.22, 0.22, 0.22, 0.21, 0.25, 0.21, 0.21, 0.22, 0.22, 0.22, 0.21, -0.54, -0.17, -0.18, -0.20, -0.24, -0.20, -0.30, 0.22, 0.22, 0.22, 0.21, 0.18]
}



Entry 2:
{
  "formula": "C5H10S2",
  "method": "ωB97M-V with the def2-TZVPD basis set",
  "e_tot_ev": -27015.128,
  "charge": 0,
  "largest_force_ha_per_bohr": 0.09969,
  "gap_ev": 9.398,
  "e_above_lowest_kj_mol": 198.64,
  "homo_energy_ev": -8.7,
  "elements": ["C", "C", "C", "C", "C", "S", "S", "H", "H", "H", "H", "H", "H", "H", "H", "H", "H"],
  "xyz": [[2.866, 0.132, 1.128], [1.471, 0.508, 0.772], [0.617, -0.326, 0.159], [-1.165, -0.014, -0.272], [-1.614, -0.600, -1.635], [-1.194, 1.812, -0.220], [-1.967, -0.737, 1.161], [3.094, 0.670, 1.914], [2.905, -0.938, 1.354], [3.644, 0.338, 0.341], [1.169, 1.573, 0.999], [1.028, -1.281, -0.130], [-0.729, -0.838, -2.205], [-2.118, -1.604, -1.718], [-2.275, 0.097, -2.132], [-2.484, 1.887, -0.067], [-3.248, -0.679, 0.550]],
  "forces_ev_per_a": [[-0.43, -2.70, -4.16], [-1.83, 1.07, -1.07], [-2.18, 1.14, -0.56], [3.61, -0.50, 0.95], [0.20, -1.14, 0.16], [0.93, -0.33, -0.44], [-1.76, -0.12, -0.79], [1.59, 2.45, 4.21], [0.19, 0.17, 0.05], [-0.91, -0.06, 0.50], [0.22, -1.34, -0.13], [-0.54, -0.49, -0.13], [0.38, 0.69, -0.58], [0.18, 0.90, 1.20], [0.17, 0.25, -0.26], [-1.16, 0.17, 0.13], [1.34, -0.16, 0.92]],
  "nbo_charge": [-0.63, -0.20, -0.18, -0.30, -0.67, 0.00, 0.02, 0.21, 0.21, 0.22, 0.22, 0.19, 0.23, 0.23, 0.23, 0.11, 0.11]
}



Entry 3:
{
  "formula": "C6H13N3",
  "method": "ωB97M-V with the def2-TZVPD basis set",
  "e_tot_ev": -10900.341,
  "charge": 0,
  "largest_force_ha_per_bohr": 0.06190,
  "gap_ev": 8.491,
  "e_above_lowest_kj_mol": 296.36,
  "homo_energy_ev": -7.8,
  "elements": ["C", "C", "C", "C", "N", "N", "C", "C", "N", "H", "H", "H", "H", "H", "H", "H", "H", "H", "H", "H", "H", "H"],
  "xyz": [[0.383, -0.314, -0.950], [1.452, 0.345, -1.793], [-1.016, -0.230, -1.517], [0.287, 0.968, 0.721], [0.691, -1.542, -0.433], [-1.452, -0.919, 2.022], [-0.044, -0.867, 2.113], [-0.090, 2.212, 0.484], [0.619, 0.204, 1.716], [1.689, -1.617, -0.248], [0.266, -1.677, 0.604], [-1.904, -1.522, 2.693], [-1.915, -0.026, 1.911], [0.403, -1.408, 2.943], [2.417, 0.319, -1.288], [-1.320, 0.807, -1.652], [1.547, -0.181, -2.747], [1.196, 1.383, -2.000], [-1.037, -0.723, -2.494], [-1.730, -0.718, -0.857], [-0.252, 2.912, 1.293], [-0.186, 2.594, -0.522]],
  "forces_ev_per_a": [[-0.38, 1.65, 1.30], [-0.06, -0.15, 0.16], [0.08, 0.16, 0.05], [-0.63, -0.89, -2.54], [-0.29, -1.01, 2.08], [0.47, -0.44, -0.19], [-0.38, 2.97, 1.08], [0.10, 0.23, 0.25], [0.18, -2.07, 1.07], [0.01, 0.01, -0.16], [0.70, 0.12, -2.48], [0.05, 0.04, -0.10], [0.16, -0.10, -0.12], [0.06, -0.47, -0.39], [0.01, 0.03, 0.01], [-0.01, 0.01, -0.01], [-0.02, 0.00, -0.03], [0.00, -0.04, 0.02], [-0.01, -0.04, 0.01], [0.01, -0.04, -0.03], [0.00, 0.09, 0.07], [-0.05, -0.06, -0.08]],
  "nbo_charge": [0.25, -0.65, -0.65, 0.18, -0.78, -0.84, 0.14, -0.59, -0.47, 0.36, 0.37, 0.38, 0.40, 0.20, 0.22, 0.22, 0.21, 0.22, 0.21, 0.23, 0.20, 0.20]
}